No. 1
Molecular formula: C3H5N3OS
Method: DFT, wB97M-V/def2-TZVPD

The geometry in XYZ format:
```
13
Properties=species:S:1:pos:R:3:forces:R:3
C -0.94804 0.70068 0.29497 -0.2 -1.3 -0.4
C 0.39659 0.90506 -0.47718 -2.0 -2.1 2.3
C 0.39477 -1.26979 0.49019 -0.6 2.7 -3.0
H -2.63951 -1.54919 0.46539 1.9 -0.2 3.0
H -1.86794 1.20049 -0.20342 1.8 -0.9 0.9
H -0.81428 0.97724 1.39962 -0.3 -0.2 -1.5
H 2.10878 -0.30576 -0.14644 -0.2 0.3 -0.6
H 0.28138 -2.73821 1.49986 -1.1 -1.5 0.9
N -1.00923 -0.85407 0.17089 2.4 0.9 1.9
N 1.09988 -0.24871 -0.24538 0.4 -0.7 1.1
N 0.97655 -2.24936 1.00890 0.1 1.4 -0.3
O -1.84534 -1.42604 1.15130 -3.3 -0.2 -2.9
S 0.69775 2.20456 -1.28839 1.1 2.0 -1.4
```
Forces are in eV/Å.

Results
**Gap between HOMO and LUMO**: 9.148 eV
**Multiplicity**: 1
**DFT total energy**: -754.92365 hartree
**Energy relative to the best compared isomer or geometry (same formula, charge and spin)**: 303.0 kJ/mol
**Structure (SMILES)**: [H]/N=C1/NC(=S)CN1O

***

No. 2
Molecular formula: C51H121F6N8O17S2
Method: DFT, wB97M-V/def2-TZVPD

The geometry in XYZ format:
```
205
Properties=species:S:1:pos:R:3:forces:R:3
C -12.71418 -18.24009 -1.42860 1.3 0.8 -1.1
O -12.39700 -16.82658 -1.36401 0.4 -1.4 0.6
C -11.43122 -16.55131 -0.38834 0.0 2.9 0.5
C -11.09200 -15.00270 -0.54981 -0.6 -2.8 0.4
N -10.56525 -14.81023 -1.91403 0.3 0.3 -1.2
H -10.47047 -15.68248 -2.45961 0.2 -0.1 0.5
H -11.25782 -14.36185 -2.51326 -0.1 0.5 0.2
C -9.23291 -14.08720 -2.01784 -1.4 -0.4 0.3
C -8.87603 -13.93041 -3.48710 0.3 0.1 0.5
O -9.31201 -15.03655 -4.21203 -0.9 -0.9 -0.1
C -8.53361 -15.47910 -5.36903 -1.0 0.3 0.5
H -11.80185 -18.88153 -1.46552 -0.5 0.6 -0.8
H -13.44681 -18.33016 -2.20629 0.3 -0.3 -1.0
H -13.22011 -18.62455 -0.61517 -1.1 -0.1 2.5
H -10.49726 -17.11653 -0.46345 -0.1 -0.3 -0.3
H -11.75903 -16.58076 0.66375 -0.4 -0.6 -0.3
H -10.42467 -14.77887 0.27185 0.7 0.5 -0.4
H -11.98829 -14.42588 -0.40640 -0.3 0.2 -0.2
H -8.59512 -14.70413 -1.40003 0.6 0.1 -0.1
H -9.42530 -13.12356 -1.55583 0.4 0.1 0.1
H -7.81347 -13.89035 -3.54730 1.0 0.5 0.0
H -9.28710 -12.95663 -3.76884 -0.1 -0.2 -0.7
H -9.26802 -15.68466 -6.17895 0.7 -0.2 0.6
H -7.91302 -16.34993 -5.07901 -0.4 0.5 -0.4
H -7.95911 -14.62188 -5.66176 0.7 0.1 -0.4
C -8.10540 -24.00743 19.97506 2.6 2.1 -5.1
O -9.37530 -24.16602 19.70998 -0.9 -0.9 -0.9
C -9.96214 -24.02444 18.38963 -0.6 0.1 -0.3
C -11.14833 -25.11828 18.18827 0.4 2.2 1.0
N -12.52471 -24.45406 17.84901 -0.4 -1.8 1.9
H -12.93694 -24.05202 18.71821 0.3 -0.2 -0.7
H -12.43873 -23.71584 17.16971 0.0 0.3 -0.4
C -13.29954 -25.70759 17.31953 2.9 0.7 -0.2
C -14.73360 -25.73148 17.38486 -3.9 1.4 -1.3
O -15.42291 -26.89453 16.85599 -1.5 0.2 1.4
C -14.79277 -27.85378 16.37098 1.9 -2.5 -1.1
H -7.77858 -24.34896 20.87749 0.8 -0.9 2.5
H -8.18737 -21.07307 18.59042 -0.2 -0.6 0.0
H -7.27252 -23.54440 19.13226 -2.9 -1.2 2.5
H -9.23515 -24.06808 17.49823 -0.9 0.2 1.7
H -10.46561 -23.02977 18.48548 0.6 -0.4 -0.7
H -11.38392 -25.69753 19.06875 0.3 0.2 0.6
H -11.11900 -25.84931 17.42141 1.3 -0.3 -1.0
H -12.83151 -26.54552 17.80948 -0.3 -0.3 0.4
H -12.86305 -25.73155 16.33889 -0.5 -0.4 -0.8
H -15.25324 -25.06469 16.70016 0.8 1.1 -0.1
H -15.24951 -25.47053 18.29929 0.5 -0.5 0.8
H -6.88593 -6.08553 3.45243 0.4 -0.1 -0.7
H -15.51429 -28.68810 16.03369 0.2 1.4 0.5
H -4.81967 -6.51052 0.24957 -0.4 0.1 0.7
C -25.57287 -22.64064 0.81111 0.8 0.3 -1.2
O -25.23171 -23.23060 2.02673 0.3 0.0 1.5
C -24.15417 -22.64000 2.75141 -1.2 -0.9 0.2
C -24.18414 -23.21193 4.17675 -1.3 1.1 1.5
N -24.40441 -24.66473 4.30987 1.2 -2.0 -2.2
H -25.27923 -24.82642 3.84304 -1.1 -0.2 -0.1
H -23.73002 -25.23922 3.69997 -0.5 1.1 1.3
C -24.43603 -25.23762 5.72119 -0.3 0.1 -0.9
C -25.90106 -25.08109 6.30590 1.4 -1.3 0.1
O -26.72382 -24.81642 5.26581 -2.9 1.6 -1.5
C -28.01825 -24.23147 5.72447 0.0 -1.4 -1.7
H -24.81741 -22.83672 0.05313 0.3 -0.2 -0.1
H -25.68667 -21.55636 0.78971 -0.2 0.2 0.7
H -26.47646 -23.09403 0.47461 -0.7 -0.3 -0.1
H -24.33002 -21.55408 2.83214 0.5 -0.3 -0.1
H -23.20587 -22.91687 2.30209 0.3 0.3 -0.3
H -25.07396 -22.80560 4.77802 1.4 -0.1 -0.9
H -23.24758 -22.98910 4.68128 0.0 0.2 0.1
H -23.73765 -24.56270 6.18704 0.3 -0.3 0.9
H -24.02176 -26.28247 5.64297 -0.6 1.2 0.3
H -25.96872 -24.28586 7.02169 0.4 0.4 0.7
H -26.25999 -26.01654 6.73345 0.5 -0.2 0.7
H -27.80954 -23.42189 6.37839 0.2 0.7 0.8
H -28.63799 -25.01698 6.23707 0.6 0.7 -0.6
H -28.53758 -23.79988 4.82349 0.6 -0.8 0.9
C -20.19830 -34.03717 1.81411 -0.9 -2.0 -1.2
O -20.91929 -34.86040 2.80171 -0.5 0.9 -0.1
C -22.33589 -34.64348 3.04191 0.6 -0.5 0.3
C -22.69809 -35.66190 4.19710 -0.1 0.3 -1.8
N -21.57174 -35.83565 5.10437 1.0 -0.8 0.1
H -20.78626 -36.23007 4.55911 -0.4 -0.4 0.4
H -21.17033 -34.95904 5.38217 0.1 1.3 0.2
C -21.89100 -36.48636 6.43473 2.1 1.8 1.2
C -22.24037 -35.35260 7.48246 0.1 0.2 -0.6
O -21.18538 -34.38190 7.32936 -0.4 0.5 1.0
C -21.17630 -33.15314 8.20579 -1.8 -1.9 -1.2
H -20.76440 -33.98832 0.84289 0.3 -0.1 1.0
H -19.27115 -34.61012 1.60750 -0.6 0.5 0.3
H -19.97570 -33.04243 2.12236 0.0 0.7 0.7
H -22.94448 -34.87463 2.13435 0.4 0.3 0.7
H -22.59887 -33.62227 3.43681 0.6 -0.7 -0.6
H -23.03361 -36.64997 3.83007 0.3 0.5 0.2
H -23.45243 -35.21663 4.78573 -1.2 0.3 0.5
H -20.92462 -36.98084 6.76751 -1.6 0.2 -0.4
H -22.76716 -37.05095 6.34219 -0.8 -1.5 -0.3
H -22.35065 -35.85854 8.48551 0.5 0.7 -0.8
H -23.23138 -34.87589 7.24751 0.7 -0.4 0.1
H -20.26659 -32.67417 7.97000 0.9 0.5 -0.3
H -21.17048 -33.49446 9.22883 -0.1 0.1 0.4
H -22.05524 -32.49830 7.96960 0.7 -0.7 0.3
C -6.83847 -33.24150 11.92796 -2.8 5.6 2.2
O -6.70539 -34.37991 11.50324 -1.0 -7.4 -3.4
C -7.82209 -35.34455 10.91759 4.3 3.4 0.3
C -6.94970 -36.14031 9.90530 -5.2 2.4 -1.6
N -5.73466 -36.62033 10.38231 1.5 -2.4 1.6
H -5.15437 -35.93197 10.85066 0.5 1.0 -0.9
H -5.92185 -37.18397 11.22857 -0.4 -0.4 -0.1
C -5.08585 -37.65725 9.35666 -1.5 -0.2 3.8
C -5.43212 -39.12092 10.09605 -3.2 0.0 -2.9
O -6.71160 -39.79421 9.42410 6.2 3.0 -3.2
C -7.63844 -40.27046 10.06836 -5.8 -1.9 6.6
H -6.80088 -23.53421 22.40854 -0.5 0.1 -0.6
H -5.94760 -32.77833 11.99779 3.0 1.8 0.6
H -7.69693 -32.57407 12.13522 -0.2 -1.3 -0.4
H -8.56725 -34.65421 10.48199 0.1 -1.0 0.2
H -8.01610 -35.84226 11.85142 -1.0 -0.9 0.0
H -6.84682 -35.65170 8.88252 0.0 -0.2 1.6
H -7.74204 -36.90007 9.77894 0.9 -1.2 -0.5
H -4.02070 -37.47749 9.48130 0.0 -0.2 -0.6
H -5.56022 -37.32134 8.42608 0.5 -1.1 0.0
H -5.90944 -39.16947 11.12521 1.8 0.7 -0.5
H -4.64049 -39.75054 9.71362 0.2 -0.5 1.0
H -26.95052 -21.56840 -9.63848 0.0 0.0 0.0
H -8.59513 -40.51345 9.62479 0.3 0.2 -1.0
H -7.83813 -40.46283 11.24616 1.9 0.6 -2.5
C -9.75017 -21.63112 1.45387 -1.5 0.7 1.2
C -8.91516 -22.86097 1.44472 -0.4 -1.0 -0.4
C -7.97822 -22.91421 0.26554 -1.3 -0.8 -0.6
C -8.80970 -22.99676 -1.01252 -1.8 -0.8 0.4
N -8.16683 -23.34698 -2.30909 1.1 0.5 0.3
C -9.12241 -23.14732 -3.45460 -1.7 0.9 0.3
C -8.68105 -24.08981 -4.55694 -0.5 -0.2 0.5
C -8.42038 -25.33576 -3.69712 -0.7 -0.3 -0.1
C -7.79402 -24.83810 -2.37246 -0.8 0.4 -0.7
C -7.00777 -22.37919 -2.49382 -0.9 -0.2 -0.6
H -10.68841 -21.69441 0.88846 0.2 -0.3 0.0
H -9.28344 -20.71189 1.12879 0.6 0.2 0.0
H -10.03642 -21.50721 2.50569 -0.3 0.4 -0.3
H -9.60121 -23.73473 1.40180 0.5 0.3 0.2
H -8.33334 -22.95113 2.35916 0.0 0.1 0.0
H -7.38831 -23.77055 0.42033 1.2 -1.1 -0.2
H -7.40841 -22.02532 0.28350 1.0 0.9 -0.2
H -9.26887 -22.01943 -1.11039 -0.2 0.2 -0.5
H -9.67442 -23.74013 -0.94865 1.1 0.9 0.4
H -9.10984 -22.08227 -3.66364 0.2 0.1 -0.4
H -10.16717 -23.30246 -3.05991 1.0 -0.4 -0.4
H -7.81374 -23.69098 -5.01848 1.1 0.3 -0.4
H -9.38377 -24.21812 -5.40328 0.0 -0.1 0.9
H -7.79811 -26.10451 -4.13287 0.1 -0.1 -0.3
H -9.43531 -25.77474 -3.54632 0.9 0.1 0.3
H -6.72920 -24.96105 -2.29391 0.4 0.1 -0.2
H -8.24994 -25.31289 -1.52305 -0.1 -0.2 0.4
H -7.40543 -21.36844 -2.41712 -0.1 -0.1 -0.1
H -6.57046 -22.53140 -3.46087 0.1 -0.1 -0.5
H -6.25657 -22.48314 -1.75766 0.6 -0.5 0.9
C -20.94927 -16.33616 1.32093 0.8 1.4 -1.1
C -21.14079 -17.21546 2.48169 -0.1 -0.7 3.1
C -19.85525 -18.01370 2.84399 -0.1 0.2 0.2
C -19.81265 -18.79190 4.19747 -1.4 0.7 -0.6
N -18.67537 -19.74395 4.35913 -0.1 0.0 -0.3
C -18.69876 -20.33031 5.76226 -1.6 -1.6 -0.4
C -17.32841 -20.31285 6.28671 1.3 3.1 0.1
C -16.41626 -19.95296 5.08171 1.1 -2.0 1.1
C -17.30713 -19.12449 4.21303 0.3 0.9 0.3
C -18.77661 -20.88264 3.37649 -2.0 0.5 0.9
H -20.04729 -15.68711 1.47638 -1.0 0.0 0.0
H -21.86822 -15.75101 1.08569 0.9 -0.3 0.2
H -20.67192 -16.91138 0.44603 -0.2 -0.2 -0.4
H -21.95737 -17.91739 2.28176 -0.1 0.2 0.4
H -21.33703 -16.58597 3.41150 -0.4 -0.8 -1.1
H -19.09387 -17.23615 2.84017 0.5 -0.2 0.0
H -19.69461 -18.68243 2.01279 0.4 -0.3 -0.3
H -20.73659 -19.42732 4.29046 0.8 0.7 0.1
H -19.76027 -18.06589 5.03783 -0.1 -0.6 -0.4
H -18.98275 -21.36994 5.61064 -0.1 -0.1 0.0
H -19.49632 -19.93509 6.40528 0.4 0.5 -0.4
H -17.08893 -21.20667 6.75781 0.6 -1.6 0.8
H -17.20939 -19.47072 7.00956 -0.1 -0.7 -0.2
H -15.97384 -20.86921 4.61519 -1.0 0.5 -0.1
H -15.49999 -19.49346 5.46684 -0.4 0.6 -0.3
H -16.92355 -19.08790 3.18911 -0.7 0.1 0.0
H -17.39629 -18.11508 4.64395 0.1 -0.2 -0.3
H -18.96683 -20.46387 2.42161 0.0 0.3 -0.9
H -19.64189 -21.53144 3.66190 1.0 0.4 -0.2
H -17.84384 -21.34747 3.39703 1.3 -1.5 -0.1
O -16.31038 -23.66779 2.99733 1.5 2.3 -2.2
C -13.54652 -23.92600 0.71483 -2.8 3.0 0.9
O -14.32559 -23.01480 0.67348 2.7 -2.9 -0.5
O -12.78241 -24.78250 0.88145 0.0 0.0 -0.5
H -19.52295 -27.84787 -1.22540 0.0 0.0 0.1
C -16.66393 -26.12084 4.21399 1.6 0.5 -1.2
F -16.81116 -26.84146 5.27962 -0.3 -1.4 0.8
F -15.71354 -25.24421 4.37324 2.4 -1.3 1.7
F -16.37622 -26.84570 3.11418 -1.0 0.1 1.4
S -17.94446 -24.90009 3.98386 -3.1 3.8 -5.8
O -17.93034 -23.61723 4.64544 -0.5 -1.9 2.1
O -17.31970 -24.48054 2.45355 -1.9 -1.4 2.5
N -19.35193 -25.57526 3.64071 -0.1 0.1 1.5
S -20.69590 -25.19338 4.48964 1.8 2.1 -1.0
O -20.81437 -23.73058 4.75042 -0.5 -2.8 -0.5
O -21.78852 -25.92750 3.87224 0.6 0.7 0.8
C -20.40019 -25.93685 6.20222 -1.8 3.7 -0.3
F -21.58684 -26.23538 6.64605 -2.0 -1.4 0.5
F -19.64141 -26.94202 6.16698 1.9 -1.9 0.3
F -20.01841 -24.96004 7.05791 1.3 -0.5 -0.6
```
Forces are in eV/Å.

Results
**Gap between HOMO and LUMO**: 0.473 eV
**Multiplicity**: 1
**DFT total energy**: -5124.72607 hartree
**Net charge**: +5

***

No. 3
Molecular formula: FH12O6Y
Method: DFT, wB97M-V/def2-TZVPD

The geometry in XYZ format:
```
20
Properties=species:S:1:pos:R:3:forces:R:3
Y -0.82626 -1.66949 -0.78117 0.4 3.0 2.2
F 0.19212 0.03285 -0.04539 -0.7 -3.9 -1.4
O -2.15810 -0.83801 1.30816 -1.2 -1.1 -3.1
H -3.14120 -0.87909 1.26360 0.7 0.2 0.2
H -1.95926 -0.72816 2.21744 0.6 0.5 1.7
O 0.10335 -2.73568 1.04630 0.6 0.9 0.8
H 0.81035 -3.38315 1.06680 0.4 -1.0 -0.3
H 0.35597 -2.23653 1.87590 -0.8 -0.1 -0.9
O -0.25867 -0.48998 -2.68144 -1.0 -1.9 1.0
H -0.34440 0.41952 -2.95201 -0.6 1.5 0.1
H 0.53724 -0.80434 -3.06807 1.5 -0.4 -1.2
O -0.58694 2.01327 -1.47855 0.4 -0.7 -1.1
H 0.14577 2.22768 -2.10226 -0.5 0.2 1.0
H -0.31032 1.25303 -0.92316 0.1 1.5 -0.5
O 2.68128 1.23757 0.35315 -2.2 -0.2 -1.5
H 2.91888 0.51551 0.90858 0.8 -0.7 1.0
H 1.79724 0.90824 0.01108 1.9 1.0 0.5
O -0.23607 1.75094 1.65092 0.0 -2.3 -0.3
H 0.06598 0.94931 1.12111 -0.7 2.4 2.0
H 0.21305 2.45651 1.20900 0.4 1.1 -0.1
```
Forces are in eV/Å.

Results
**Gap between HOMO and LUMO**: 5.895 eV
**Multiplicity**: 1
**DFT total energy**: -596.24193 hartree
**Net charge**: +2

***

No. 4
Molecular formula: C12H17NO3S2
Method: DFT, wB97M-V/def2-TZVPD

The geometry in XYZ format:
```
35
Properties=species:S:1:pos:R:3:forces:R:3
C -2.27622 2.90482 3.40945 0.1 0.2 1.2
C -0.90756 3.03175 2.59338 -0.2 0.4 0.8
N -1.00308 2.82803 1.12227 -0.4 -1.9 0.0
C -2.08597 3.61228 0.46824 -0.4 0.2 -1.4
C -3.49167 2.86039 0.28223 -0.7 1.4 0.2
C -0.95262 1.42912 0.71622 0.2 -0.7 0.1
S -1.54286 0.11034 1.56884 0.9 1.5 -0.5
S -0.10260 1.03866 -0.90681 0.0 0.7 1.1
C 0.63407 -0.64990 -0.65746 -0.1 -1.0 0.9
C 1.94090 -0.92693 -1.54908 -0.4 0.9 0.3
C 2.72134 -2.19275 -0.94786 -1.0 -0.2 -0.1
C 2.56654 -3.53428 -1.79757 1.8 -2.3 1.6
C 3.16400 -4.74386 -1.35540 -2.5 1.8 -3.0
C 2.72506 -5.83170 -2.45331 1.4 -2.0 1.4
O 3.06181 -7.02032 -2.40889 -1.5 4.0 -0.7
O 1.89338 -5.24609 -3.47032 1.7 1.0 2.8
C 1.78286 -3.84392 -3.13460 -1.6 0.9 -1.6
O 1.09550 -3.14062 -3.88239 2.5 -1.9 2.9
H -2.65410 1.82999 3.53292 0.6 1.7 -0.5
H -2.06612 3.28117 4.48076 -0.2 -0.5 -1.6
H -3.11020 3.59604 3.01800 1.3 -1.2 0.4
H -0.52222 4.10592 2.75120 -0.5 -1.6 -0.4
H -0.09264 2.32866 2.98212 -1.3 0.9 -0.4
H -2.25774 4.57257 1.04990 0.5 -1.3 -0.7
H -1.70747 3.88298 -0.58681 -0.6 -0.2 1.6
H -3.67656 2.70041 -0.83172 0.2 -0.3 1.6
H -4.30635 3.60618 0.62217 1.1 -1.2 -0.5
H -3.63676 1.93443 0.92225 0.4 1.1 -1.1
H -0.20143 -1.41898 -0.81975 1.4 1.0 0.1
H 0.93772 -0.72335 0.44341 -0.5 0.2 -1.5
H 2.62724 -0.00786 -1.48563 -1.1 -1.3 -0.1
H 1.60118 -1.04451 -2.62742 0.7 -0.1 1.3
H 2.23834 -2.41695 0.07656 0.8 0.2 -1.6
H 3.82064 -1.95571 -0.69885 -1.6 -0.5 -0.8
H 3.78361 -4.95601 -0.42606 -1.0 0.2 -1.6
```
Forces are in eV/Å.

Results
**Gap between HOMO and LUMO**: 7.412 eV
**Multiplicity**: 1
**DFT total energy**: -1544.17723 hartree
**Structure (SMILES)**: CCN(CC)C(=S)SCCCC1=CC(=O)OC1=O

***

No. 5
Molecular formula: CH2FOPS
Method: DFT, wB97M-V/def2-TZVPD

The geometry in XYZ format:
```
7
Properties=species:S:1:pos:R:3:forces:R:3
C -0.58364 -0.94044 0.43860 -1.0 -2.6 -7.9
O -4.00112 0.91586 -1.05862 -1.1 0.6 -1.2
F -3.52601 -0.30765 0.99880 0.6 0.8 -0.4
P -1.55343 -0.72541 -1.05489 1.6 0.2 4.1
S -2.92815 0.80263 -0.12411 0.6 -1.7 1.3
H 0.17823 -1.72320 0.19669 -0.5 0.7 0.7
H -0.49401 -0.47596 1.31185 -0.2 2.0 3.6
```
Forces are in eV/Å.

Results
**Gap between HOMO and LUMO**: 8.391 eV
**Multiplicity**: 1
**DFT total energy**: -953.85831 hartree
**Energy relative to the best compared isomer or geometry (same formula, charge and spin)**: 260.8 kJ/mol
**Structure (SMILES)**: C=P#S(=O)F

***

No. 6
Molecular formula: C3H7NOS
Method: DFT, wB97M-V/def2-TZVPD

The geometry in XYZ format:
```
13
Properties=species:S:1:pos:R:3:forces:R:3
C -2.58205 -0.70078 0.23553 -0.6 0.5 1.0
C 1.68850 -0.67905 -0.48736 1.3 1.8 3.1
C 2.26157 -0.05844 0.52676 -1.5 1.1 2.3
N -1.69177 -0.03695 -0.46212 2.5 0.9 -2.4
O -2.95077 -1.78630 -0.12215 -0.8 -0.7 0.6
S -1.15560 1.40080 -0.03850 1.6 0.2 -1.7
H -2.87338 -0.08808 1.11543 -0.9 -0.8 0.6
H 0.71669 -0.91540 -0.43707 -3.5 -1.2 0.1
H 2.15336 -0.76649 -1.36440 2.0 -0.8 -3.3
H -0.73954 1.87432 -1.41788 -0.5 -0.6 2.6
H 3.23476 0.33080 0.56626 1.4 0.2 -0.5
H 1.74196 0.29773 1.50213 0.4 -1.3 -1.6
H 0.19627 1.12784 0.38336 -1.3 0.7 -0.7
```
Forces are in eV/Å.

Results
**Gap between HOMO and LUMO**: 9.186 eV
**Multiplicity**: 1
**DFT total energy**: -646.52793 hartree
**Energy relative to the best compared isomer or geometry (same formula, charge and spin)**: 483.2 kJ/mol